(1)
Formula: C22H39FI2N5O2PSiSn
Source: the OMol25 dataset
Level of theory: wB97M-V/def2-TZVPD

The highest occupied orbital energy comes out at -7.467 eV. As for the max |F|: 1.141 eV Å⁻¹. The multiplicity is 1. As for the total charge: 0.

Cartesian coordinates (Å):
1 I -0.899 1.937 -5.868
2 I -0.383 0.509 -3.497
3 Sn 0.152 -0.724 -1.045
4 P -0.043 -2.676 1.063
5 Si 2.061 0.890 1.396
6 F 2.030 -1.369 -2.367
7 O -1.449 -4.685 -1.865
8 O -0.516 -2.628 -1.786
9 N -1.738 1.622 -0.469
10 N -2.944 -1.490 -1.796
11 N 1.998 0.346 -0.248
12 N -0.764 2.593 -0.830
13 N -2.780 -2.871 -1.822
14 C -2.488 -4.088 1.247
15 C 5.507 0.622 -1.535
16 C -1.144 4.009 -0.675
17 C -3.992 -1.756 1.435
18 C -4.620 -2.995 1.489
19 C 0.052 4.803 -1.193
20 C 2.634 2.662 1.646
21 C 4.250 -0.835 -2.950
22 C 4.408 0.778 -0.701
23 C 0.441 -2.698 2.830
24 C 3.184 -0.649 -2.109
25 C -2.358 4.293 -1.553
26 C 5.440 -0.174 -2.671
27 C 3.167 0.173 -0.979
28 C -1.849 -2.852 1.204
29 C 0.336 0.875 2.146
30 C -1.522 -3.459 -1.835
31 C 3.103 -0.259 2.453
32 C -1.431 4.385 0.781
33 C 0.554 -4.307 0.527
34 C -3.865 -4.156 1.390
35 C -2.614 -1.687 1.286
36 H -0.126 5.876 -1.088
37 H 6.296 -0.291 -3.323
38 H 0.225 4.572 -2.246
39 H 0.084 2.405 -0.309
40 H 4.140 -1.491 -3.805
41 H 2.835 -0.177 3.512
42 H 1.529 -2.715 2.906
43 H 0.031 -3.594 3.297
44 H -0.569 4.151 1.415
45 H -3.610 -1.253 -1.072
46 H 0.400 -5.041 1.320
47 H -1.636 5.456 0.866
48 H 0.042 -4.617 -0.386
49 H 0.072 -1.817 3.354
50 H -3.294 -1.151 -2.684
51 H 3.718 2.777 1.565
52 H 2.181 3.340 0.916
53 H 1.621 -4.233 0.316
54 H 2.952 -1.297 2.140
55 H -2.132 -0.715 1.229
56 H -2.306 3.859 1.176
57 H -5.695 -3.051 1.606
58 H -0.360 1.558 1.654
59 H 0.959 4.550 -0.636
60 H -2.438 1.638 -1.200
61 H -3.265 3.823 -1.163
62 H -2.202 1.876 0.403
63 H 4.498 1.404 0.181
64 H -2.178 3.939 -2.571
65 H 2.341 2.999 2.647
66 H -0.107 -0.121 2.147
67 H 4.172 -0.047 2.360
68 H -4.575 -0.845 1.510
69 H -4.354 -5.122 1.426
70 H -1.916 -5.003 1.151
71 H 0.417 1.193 3.191
72 H -2.540 5.370 -1.589
73 H 6.431 1.133 -1.289
74 H -3.555 -3.477 -2.023

These are the Mulliken partial charges, in e, on atoms 1 to 2: atom 1 (I): -0.3223, atom 2 (I): 0.1760


(2)
Formula: C6H15CaO3
Source: the OMol25 dataset
Level of theory: wB97M-V/def2-TZVPD

The highest occupied orbital energy comes out at -11.102 eV. As for the max |F|: 2.412 eV Å⁻¹. The multiplicity is 1. As for the total charge: +1.

Cartesian coordinates (Å):
1 Ca 0.004 1.124 0.049
2 O -0.006 -1.000 -0.275
3 O -2.004 0.554 0.273
4 O 2.013 0.546 0.271
5 C 3.073 1.492 0.193
6 C -3.062 1.505 0.214
7 C -1.209 -1.659 0.111
8 C -2.346 -0.732 -0.235
9 C 1.198 -1.661 0.123
10 C 2.342 -0.746 -0.232
11 H -1.310 -2.612 -0.425
12 H 3.912 1.158 0.817
13 H -2.663 2.459 0.573
14 H -1.180 -1.854 1.194
15 H -3.415 1.614 -0.821
16 H -3.275 -1.090 0.230
17 H 2.483 -0.684 -1.322
18 H -2.490 -0.663 -1.324
19 H -3.888 1.178 0.859
20 H 1.167 -1.851 1.207
21 H 3.269 -1.108 0.233
22 H 0.006 2.599 -1.022
23 H 3.403 1.606 -0.850
24 H 1.293 -2.619 -0.407
25 H 2.686 2.446 0.565

These are the natural (NBO) partial charges, in e, on atoms 1 to 2: atom 1 (Ca): 1.6365, atom 2 (O): -0.6270


(3)
Formula: CH5NS
Source: the OMol25 dataset
Level of theory: wB97M-V/def2-TZVPD

The highest occupied orbital energy comes out at -9.733 eV. As for the max |F|: 2.918 eV Å⁻¹. The multiplicity is 1. The structure (SMILES) is C=N.S. As for the total charge: 0.

Cartesian coordinates (Å):
1 S 1.721 4.660 -1.561
2 N -0.004 -2.362 0.396
3 C -0.690 -2.637 1.431
4 H -0.834 -1.826 2.160
5 H -0.474 -2.827 -0.390
6 H 1.462 3.390 -1.962
7 H -1.597 -3.276 1.418
8 H 0.418 4.878 -1.493

These are the natural (NBO) partial charges, in e, on atoms 1 to 2: atom 1 (S): -0.2830, atom 2 (N): -0.5733